one) Below is a cluster of 7 separate species, C28H42O21 in total, with properties calculated with ωB97M-V with the def2-TZVPD basis set.

CARTESIAN COORDINATES (ANGSTROEM)
C1 -4.362 6.255 -1.012
C2 -4.784 7.200 -2.111
C3 -3.790 7.489 -3.254
O1 -4.532 7.189 -4.433
C4 -5.657 6.649 -4.189
O2 -6.533 6.105 -4.936
O3 -5.727 6.505 -2.822
H1 -4.182 5.268 -1.438
H2 -5.190 6.148 -0.311
H3 -3.593 6.687 -0.373
H4 -5.316 8.116 -1.855
H5 -3.035 6.704 -3.292
H6 -3.465 8.524 -3.369
C5 -1.523 4.470 4.109
C6 -1.815 5.584 5.087
C7 -0.923 6.708 4.904
O4 -1.799 7.570 4.133
C8 -2.997 7.350 4.390
O5 -3.876 8.136 4.111
O6 -3.140 6.112 4.805
H7 -1.463 4.744 3.056
H8 -2.370 3.795 4.233
H9 -0.775 3.795 4.523
H10 -1.993 5.347 6.135
H11 -0.080 6.442 4.267
H12 -0.628 7.167 5.848
C9 8.677 -2.953 0.376
C10 7.587 -4.044 0.097
C11 6.955 -4.083 -1.313
O7 7.487 -5.260 -1.827
C12 8.109 -5.918 -0.956
O8 8.645 -7.065 -1.165
O9 8.098 -5.338 0.215
H13 9.377 -3.302 1.135
H14 8.401 -1.981 0.784
H15 9.146 -2.918 -0.607
H16 6.849 -3.938 0.892
H17 7.275 -3.155 -1.787
H18 5.867 -4.153 -1.305
C13 -7.657 -0.678 3.267
C14 -8.276 0.599 3.554
C15 -9.813 0.597 3.783
O10 -9.948 1.499 4.858
C16 -8.747 1.480 5.529
O11 -8.664 1.894 6.691
O12 -7.742 0.957 4.821
H19 -8.202 -1.045 2.398
H20 -7.691 -1.359 4.118
H21 -6.663 -0.509 2.852
H22 -7.948 1.376 2.863
H23 -10.205 -0.347 4.162
H24 -10.399 0.975 2.945
C17 -1.625 -0.718 0.093
C18 -0.221 -1.154 -0.337
C19 0.960 -0.869 0.575
O13 1.477 -2.141 0.830
C20 0.893 -3.107 0.187
O14 1.110 -4.331 0.208
O15 -0.241 -2.563 -0.420
H25 -1.840 -1.051 1.109
H26 -2.236 -1.286 -0.608
H27 -1.814 0.355 0.067
H28 -0.097 -0.677 -1.310
H29 0.375 -0.525 1.428
H30 1.642 -0.027 0.459
C21 9.247 1.370 -3.176
C22 8.206 2.392 -3.347
C23 7.229 1.973 -4.446
O16 6.055 2.589 -3.955
C24 6.069 2.503 -2.526
O17 5.159 2.737 -1.737
O18 7.382 2.248 -2.169
H31 9.825 1.696 -2.312
H32 9.812 1.297 -4.106
H33 8.901 0.357 -2.969
H34 8.514 3.430 -3.478
H35 7.004 0.908 -4.498
H36 7.515 2.495 -5.359
C25 -1.364 -8.363 -1.679
C26 -0.334 -9.070 -2.555
C27 0.391 -10.285 -1.877
O19 0.188 -11.440 -2.707
C28 -0.466 -11.095 -3.765
O20 -0.522 -11.748 -4.813
O21 -0.981 -9.768 -3.628
H37 -2.178 -7.954 -2.278
H38 -0.971 -7.548 -1.070
H39 -1.877 -9.010 -0.967
H40 0.420 -8.325 -2.808
H41 -0.049 -10.460 -0.895
H42 1.472 -10.228 -1.747

**HOMO**: -10.42 eV
**Frontier orbital gap**: 0.3715 Ha
**SMILES**: C[C@H]1COC(=O)O1.C[C@H]1COC(=O)O1.C[C@H]1COC(=O)O1.C[C@H]1COC(=O)O1.C[C@H]1COC(=O)O1.C[C@H]1COC(=O)O1.C[C@H]1COC(=O)O1

=====

two) Below is a cluster of 7 separate species, C28H42O21 in total, with properties calculated with ωB97M-V with the def2-TZVPD basis set.

CARTESIAN COORDINATES (ANGSTROEM)
C1 -0.841 1.666 5.637
C2 -0.180 2.668 6.557
C3 0.087 2.420 8.077
O1 1.252 3.045 8.245
C4 2.001 3.010 7.098
O2 3.231 3.177 7.007
O3 1.183 2.867 6.087
H1 -1.921 1.777 5.533
H2 -0.511 0.674 5.943
H3 -0.516 1.620 4.598
H4 -0.766 3.584 6.635
H5 -0.005 1.388 8.414
H6 -0.665 3.050 8.553
C5 0.761 -2.925 -5.418
C6 1.551 -3.491 -4.239
C7 2.993 -3.576 -4.545
O4 3.537 -3.183 -3.342
C8 2.718 -2.584 -2.575
O5 3.056 -2.078 -1.499
O6 1.473 -2.662 -3.189
H7 1.171 -1.918 -5.496
H8 -0.280 -2.649 -5.245
H9 0.971 -3.450 -6.350
H10 1.110 -4.462 -4.012
H11 3.479 -2.858 -5.206
H12 3.287 -4.608 -4.735
C9 -3.626 -0.217 2.835
C10 -3.808 -1.701 3.069
C11 -4.329 -2.150 4.476
O7 -5.629 -2.564 4.154
C12 -5.900 -2.366 2.847
O8 -7.057 -2.370 2.366
O9 -4.808 -2.122 2.219
H13 -4.267 0.410 3.455
H14 -3.543 0.307 1.883
H15 -2.680 0.156 3.227
H16 -2.915 -2.255 2.781
H17 -4.373 -1.512 5.359
H18 -3.693 -2.985 4.770
C13 -2.900 -3.692 0.068
C14 -1.458 -3.816 -0.225
C15 -0.531 -3.268 0.923
O10 -0.076 -4.469 1.505
C16 -0.466 -5.553 0.909
O11 -0.347 -6.677 1.287
O12 -1.096 -5.218 -0.192
H19 -3.473 -4.331 -0.605
H20 -3.392 -2.721 0.018
H21 -3.191 -3.976 1.079
H22 -1.084 -3.409 -1.165
H23 -1.046 -2.538 1.547
H24 0.402 -2.948 0.459
C17 -0.596 4.750 1.196
C18 0.839 5.130 1.579
C19 1.617 4.033 2.349
O13 2.760 3.708 1.422
C20 2.628 4.359 0.311
O14 3.497 4.409 -0.531
O15 1.491 5.012 0.273
H25 -1.267 5.332 1.827
H26 -0.744 3.684 1.368
H27 -0.820 4.731 0.129
H28 1.167 6.108 1.932
H29 0.916 3.200 2.291
H30 1.802 4.269 3.397
C21 1.995 1.527 -7.959
C22 2.476 0.573 -6.938
C23 3.969 0.708 -6.841
O16 4.183 0.843 -5.395
C24 3.061 0.996 -4.745
O17 3.018 1.277 -3.497
O18 2.066 0.890 -5.576
H31 2.305 1.183 -8.946
H32 2.270 2.557 -7.731
H33 0.914 1.450 -8.073
H34 2.287 -0.476 -7.164
H35 4.253 1.608 -7.386
H36 4.533 -0.156 -7.193
C25 -1.534 0.595 -2.031
C26 -0.283 0.305 -1.170
C27 0.832 1.417 -0.960
O19 0.810 1.534 0.397
C28 0.066 0.609 0.944
O20 0.004 0.351 2.153
O21 -0.693 0.015 0.066
H37 -2.125 -0.320 -2.004
H38 -1.440 0.880 -3.079
H39 -1.987 1.506 -1.642
H40 0.294 -0.506 -1.614
H41 0.719 2.341 -1.528
H42 1.828 1.053 -1.213

**HOMO**: -10.19 eV
**Frontier orbital gap**: 0.3729 Ha
**SMILES**: C[C@H]1COC(=O)O1.C[C@H]1COC(=O)O1.C[C@H]1COC(=O)O1.C[C@H]1COC(=O)O1.C[C@H]1COC(=O)O1.C[C@H]1COC(=O)O1.C[C@H]1COC(=O)O1

=====

Least stable structure: one)

=====

one) Below is a structure of composition C44H62CrN2OP2S2Si4, with properties calculated with ωB97M-V with the def2-TZVPD basis set.

CARTESIAN COORDINATES (ANGSTROEM)
Cr1 0.528 0.257 0.188
S1 -1.146 -0.340 1.994
P1 -2.150 -0.949 0.344
C1 -1.330 -0.420 -1.044
P2 -2.250 0.524 -2.128
S2 -2.401 2.505 -1.948
C2 -3.971 -0.131 -2.501
C3 -5.081 0.702 -2.499
C4 -6.333 0.229 -2.891
C5 -6.489 -1.086 -3.302
C6 -5.389 -1.933 -3.295
C7 -4.149 -1.456 -2.894
C8 -1.602 0.139 -3.828
C9 -1.723 1.046 -4.874
C10 -1.376 0.684 -6.173
C11 -0.906 -0.594 -6.442
C12 -0.760 -1.500 -5.400
C13 -1.096 -1.128 -4.102
C14 -2.177 -2.794 0.478
C15 -2.418 -3.426 1.698
C16 -2.504 -4.809 1.771
C17 -2.354 -5.581 0.622
C18 -2.119 -4.961 -0.594
C19 -2.037 -3.571 -0.661
C20 -3.934 -0.572 0.583
C21 -4.969 -1.459 0.316
C22 -6.293 -1.065 0.482
C23 -6.591 0.217 0.922
C24 -5.563 1.108 1.188
C25 -4.243 0.713 1.018
H1 -4.945 1.732 -2.189
H2 -7.186 0.899 -2.878
H3 -7.459 -1.454 -3.617
H4 -5.497 -2.967 -3.602
H5 -3.303 -2.131 -2.874
H6 -2.089 2.041 -4.649
H7 -1.475 1.404 -6.978
H8 -0.641 -0.877 -7.454
H9 -0.363 -2.491 -5.594
H10 -0.952 -1.807 -3.269
H11 -2.516 -2.820 2.591
H12 -2.674 -5.289 2.728
H13 -2.414 -6.662 0.680
H14 -1.995 -5.557 -1.491
H15 -1.845 -3.065 -1.601
H16 -4.748 -2.460 -0.035
H17 -7.092 -1.762 0.257
H18 -7.623 0.523 1.045
H19 -5.787 2.115 1.519
H20 -3.429 1.404 1.211
C26 -0.837 3.166 2.127
C27 -0.013 3.376 0.893
C28 0.222 4.660 0.436
C29 0.899 4.826 -0.773
C30 1.373 3.740 -1.456
C31 1.199 2.447 -0.898
N1 0.445 2.306 0.236
N2 1.700 1.277 -1.331
Si1 2.867 1.054 -2.557
C32 2.163 0.864 -4.275
C33 3.857 -0.505 -2.253
C34 4.213 2.377 -2.691
H21 -0.743 4.027 2.792
H22 -0.548 2.260 2.652
H23 -1.887 3.057 1.842
H24 -0.161 5.505 0.994
H25 1.053 5.822 -1.176
H26 1.852 3.849 -2.416
H27 1.399 0.082 -4.273
H28 2.950 0.575 -4.981
H29 1.686 1.779 -4.640
H30 3.293 -1.399 -2.527
H31 4.162 -0.605 -1.209
H32 4.761 -0.477 -2.874
H33 4.724 2.231 -3.651
H34 4.951 2.258 -1.890
H35 3.860 3.408 -2.657
C35 1.302 -2.500 -1.083
O1 1.465 -1.698 0.086
Si2 2.377 -2.329 1.432
C36 3.939 -3.016 0.623
C37 1.406 -3.873 1.877
C38 2.577 -1.064 2.645
Si3 3.987 0.060 2.568
C39 5.682 -0.770 2.298
C40 4.270 1.117 4.125
C41 3.898 1.380 1.226
Si4 1.877 -1.276 4.300
C42 1.278 0.376 5.031
C43 0.394 -2.418 4.546
C44 3.132 -2.017 5.541
H36 0.827 -1.887 -1.849
H37 0.658 -3.357 -0.874
H38 2.265 -2.863 -1.443
H39 3.724 -3.853 -0.048
H40 4.596 -3.385 1.419
H41 4.500 -2.262 0.063
H42 1.423 -4.588 1.049
H43 0.364 -3.626 2.091
H44 1.827 -4.368 2.759
H45 6.484 -0.169 2.744
H46 5.908 -0.895 1.233
H47 5.708 -1.763 2.758
H48 4.209 0.552 5.059
H49 3.538 1.928 4.187
H50 5.267 1.568 4.064
H51 4.653 2.158 1.391
H52 2.911 1.855 1.230
H53 4.047 0.967 0.223
H54 0.204 0.329 5.246
H55 1.431 1.184 4.311
H56 1.801 0.643 5.957
H57 -0.388 -2.212 3.806
H58 -0.023 -2.231 5.544
H59 0.663 -3.474 4.481
H60 4.147 -1.663 5.336
H61 3.142 -3.109 5.437
H62 2.890 -1.779 6.586

**HOMO (alpha / beta)**: -1.04 / -1.84 eV
**Frontier orbital gap (alpha / beta)**: 0.1942 / 0.2235 Ha
**Charge**: -2
**2S+1**: 5
**<S²>**: 6.015

=====

two) Below is a structure of composition C44H62CrN2OP2S2Si4, with properties calculated with ωB97M-V with the def2-TZVPD basis set.

CARTESIAN COORDINATES (ANGSTROEM)
Cr1 -0.788 0.135 0.397
S1 1.130 -0.240 2.016
P1 1.800 -1.234 0.375
C1 0.614 -1.372 -0.795
P2 0.157 -2.894 -1.339
S2 -1.185 -4.020 -0.372
C2 1.601 -4.015 -1.742
C3 1.676 -5.310 -1.248
C4 2.748 -6.132 -1.574
C5 3.751 -5.675 -2.414
C6 3.683 -4.381 -2.921
C7 2.618 -3.563 -2.581
C8 -0.434 -2.672 -3.084
C9 -1.332 -3.559 -3.665
C10 -1.683 -3.435 -5.002
C11 -1.136 -2.421 -5.778
C12 -0.250 -1.520 -5.203
C13 0.091 -1.644 -3.864
C14 3.256 -0.260 -0.203
C15 4.184 0.270 0.692
C16 5.286 0.970 0.232
C17 5.475 1.155 -1.134
C18 4.554 0.637 -2.032
C19 3.453 -0.070 -1.563
C20 2.632 -2.761 0.969
C21 3.884 -3.181 0.531
C22 4.414 -4.385 0.970
C23 3.695 -5.181 1.850
C24 2.440 -4.771 2.289
C25 1.913 -3.567 1.851
H1 0.883 -5.656 -0.596
H2 2.797 -7.134 -1.163
H3 4.584 -6.319 -2.672
H4 4.462 -4.006 -3.576
H5 2.580 -2.552 -2.966
H6 -1.759 -4.337 -3.042
H7 -2.392 -4.129 -5.439
H8 -1.413 -2.324 -6.821
H9 0.163 -0.710 -5.793
H10 0.754 -0.932 -3.387
H11 4.017 0.149 1.756
H12 5.991 1.390 0.939
H13 6.330 1.716 -1.492
H14 4.684 0.791 -3.097
H15 2.702 -0.458 -2.241
H16 4.446 -2.572 -0.167
H17 5.384 -4.708 0.610
H18 4.106 -6.126 2.186
H19 1.867 -5.394 2.965
H20 0.933 -3.245 2.176
C26 -1.670 -1.847 3.463
C27 -2.638 -1.761 2.322
C28 -3.832 -2.458 2.352
C29 -4.644 -2.425 1.215
C30 -4.296 -1.665 0.131
C31 -3.109 -0.890 0.188
N1 -2.286 -1.028 1.265
N2 -2.647 -0.020 -0.716
Si1 -3.517 0.564 -2.067
C32 -3.590 -0.655 -3.495
C33 -2.751 2.136 -2.742
C34 -5.303 1.073 -1.688
H21 -2.199 -2.072 4.390
H22 -1.102 -0.925 3.574
H23 -0.952 -2.646 3.270
H24 -4.093 -3.045 3.221
H25 -5.556 -3.013 1.186
H26 -4.890 -1.670 -0.771
H27 -2.585 -0.978 -3.772
H28 -4.053 -0.186 -4.368
H29 -4.156 -1.555 -3.247
H30 -1.861 1.934 -3.335
H31 -2.476 2.828 -1.948
H32 -3.478 2.629 -3.392
H33 -5.818 1.209 -2.644
H34 -5.315 2.030 -1.161
H35 -5.881 0.368 -1.093
C35 0.485 1.815 -1.879
O1 0.051 1.903 -0.533
Si2 0.308 3.380 0.367
C36 -0.381 4.710 -0.797
C37 2.171 3.610 0.208
C38 -0.410 3.277 1.987
Si3 -2.152 3.723 2.252
C39 -2.667 5.448 1.605
C40 -2.697 3.773 4.079
C41 -3.429 2.544 1.509
Si4 0.613 3.366 3.485
C42 0.065 2.129 4.834
C43 2.477 3.047 3.354
C44 0.605 5.106 4.287
H36 0.126 0.871 -2.289
H37 1.578 1.819 -1.930
H38 0.099 2.650 -2.467
H39 0.184 4.758 -1.731
H40 -0.287 5.678 -0.302
H41 -1.433 4.573 -1.044
H42 2.440 3.733 -0.845
H43 2.714 2.750 0.595
H44 2.512 4.498 0.742
H45 -3.514 5.831 2.182
H46 -2.971 5.415 0.557
H47 -1.848 6.164 1.688
H48 -2.021 4.307 4.745
H49 -2.819 2.765 4.478
H50 -3.672 4.267 4.119
H51 -4.429 2.774 1.890
H52 -3.193 1.510 1.770
H53 -3.463 2.593 0.420
H54 0.885 1.444 5.060
H55 -0.772 1.525 4.484
H56 -0.235 2.617 5.765
H57 2.691 2.127 2.815
H58 2.855 2.938 4.375
H59 3.018 3.866 2.881
H60 -0.369 5.592 4.209
H61 1.323 5.739 3.759
H62 0.892 5.083 5.343

**HOMO (alpha / beta)**: -1.20 / -1.87 eV
**Frontier orbital gap (alpha / beta)**: 0.2005 / 0.2251 Ha
**Charge**: -2
**2S+1**: 5
**<S²>**: 6.015

=====

Least stable structure: one)